{
  "formula": "C21H25N2OS",
  "method": "wB97M-V/def2-TZVPD",
  "elements": ["O", "S", "C", "C", "C", "C", "C", "C", "C", "C", "C", "C", "C", "C", "C", "N", "N", "C", "C", "C", "C", "C", "C", "C", "C", "H", "H", "H", "H", "H", "H", "H", "H", "H", "H", "H", "H", "H", "H", "H", "H", "H", "H", "H", "H", "H", "H", "H", "H", "H"],
  "xyz": [[-2.83724, -4.25126, 2.82000], [0.55784, 2.22201, -2.14610], [2.07380, 1.37068, 0.05866], [1.90274, 2.29686, -0.95326], [1.34250, 5.37565, -4.65490], [2.52573, 5.83825, -4.06761], [0.71478, 4.26538, -4.11377], [3.05575, 5.19786, -2.90197], [0.62977, -0.60793, -0.54910], [1.00274, -0.08118, 1.71785], [1.26417, 3.63065, -2.97145], [1.22439, 0.21776, 0.37695], [2.46374, 4.07216, -2.36041], [-0.17862, -1.71546, -0.17533], [0.25208, -1.22894, 2.07912], [2.81129, 3.31839, -1.20804], [-0.30596, -2.02713, 1.12998], [-0.65485, -2.61089, -1.28670], [0.19145, -1.44527, 3.56767], [4.10170, 3.48819, -0.51822], [-4.27384, -4.25563, 2.94530], [-0.98418, -3.27953, 1.53702], [-4.73305, -3.49708, 1.70718], [-3.48585, -3.04750, 0.96446], [-2.42283, -3.09554, 2.06361], [2.90822, 1.43448, 0.75657], [0.93186, 5.85215, -5.53782], [3.03279, 6.72709, -4.46367], [-0.23337, 3.98188, -4.54020], [3.97727, 5.59493, -2.47290], [0.82264, -0.44266, -1.61798], [1.43248, 0.58183, 2.45327], [-0.28192, -3.62743, -1.17983], [-1.75690, -2.58871, -1.28857], [-0.32506, -2.24966, -2.27172], [1.11698, -1.16495, 4.07468], [-0.62321, -0.82204, 3.96300], [-0.03897, -2.43886, 3.87945], [4.82271, 3.99043, -1.16636], [3.99012, 4.10220, 0.35109], [4.55053, 2.53816, -0.23830], [-4.57743, -3.81332, 3.86648], [-4.63701, -5.30045, 2.91352], [-0.99710, -3.97741, 0.71319], [-0.39564, -3.74050, 2.31004], [-5.36170, -4.16586, 1.09186], [-5.31084, -2.59985, 2.03058], [-3.57041, -2.06156, 0.52809], [-3.24118, -3.75502, 0.14142], [-2.47290, -2.20539, 2.64316]],
  "lumo_ev": -3.19,
  "charge": 1,
  "homo_ha": -0.372,
  "orbital_gap_ev": 6.944
}

---

{
  "formula": "C6H13NO",
  "method": "wB97M-V/def2-TZVPD",
  "elements": ["C", "C", "C", "C", "C", "C", "N", "H", "H", "H", "H", "H", "H", "H", "H", "H", "H", "H", "O", "H", "H"],
  "xyz": [[-2.20667, 0.43459, 1.87650], [-1.99575, -0.04678, 0.59661], [-0.70829, -0.12342, -0.04869], [-0.59172, 0.52369, -1.42435], [0.41994, -0.78365, 0.34866], [0.62307, -1.25004, 1.72595], [1.57596, -0.99347, -0.42477], [-2.99530, 0.34761, 2.46946], [-1.35899, 0.77493, 2.54122], [-2.83494, -0.35420, -0.05215], [0.42963, 1.07646, -1.37056], [-0.82181, -0.20855, -2.26544], [-1.51390, 1.14336, -1.57612], [1.26518, -0.70137, 2.33186], [-0.32574, -1.27511, 2.22897], [1.18395, -2.23624, 1.77441], [1.50645, -0.62762, -1.31350], [2.45484, -1.01120, 0.09080], [1.73780, 1.80860, -2.84127], [2.00352, 2.53062, -2.23462], [2.15276, 0.97179, -2.43297]],
  "lumo_ev": 0.62,
  "smiles": "C=C/C(C)=C(\\C)N.O",
  "homo_ha": -0.280,
  "orbital_gap_ev": 8.248
}

---

{
  "formula": "C5H19N2O4",
  "method": "wB97M-V/def2-TZVPD",
  "elements": ["N", "C", "C", "N", "C", "C", "C", "O", "H", "H", "H", "H", "H", "H", "H", "H", "H", "H", "H", "H", "H", "H", "H", "O", "H", "H", "O", "H", "H", "O"],
  "xyz": [[2.14908, 2.08109, 2.11208], [1.14718, 2.09193, 1.08069], [1.11621, 0.65841, 0.56894], [0.41334, 0.55835, -0.82571], [-1.52655, 0.70793, 0.45791], [-0.87035, 1.23351, -0.81041], [-1.44170, 0.87973, -2.25810], [-2.09177, -0.39266, -2.22755], [3.08222, 1.98033, 1.74909], [2.03648, 1.31852, 2.80445], [1.28113, 2.85026, 0.26544], [0.12580, 2.23930, 1.48230], [0.77883, -0.23117, 1.27427], [2.13849, 0.46156, 0.35305], [0.48570, -0.35325, -1.20144], [-2.60567, 0.58875, 0.36236], [-1.32029, -0.42611, 0.52231], [-1.37935, 1.12297, 1.46696], [-0.75243, 2.31176, -0.76663], [-0.68540, 0.95779, -2.98197], [-2.46179, 1.41592, -2.40711], [-0.54905, -2.44914, 2.68473], [0.31373, -2.28474, 1.47311], [0.04501, -1.78220, 2.31218], [0.42492, -2.46716, -0.80340], [0.73484, -4.04619, 0.03863], [0.88926, -3.13548, 0.15787], [-1.43488, -1.27199, -2.37741], [0.06727, -2.54333, -2.66597], [-0.11024, -2.07468, -1.84069]],
  "lumo_ev": 3.71,
  "charge": -1,
  "homo_ha": -0.156,
  "orbital_gap_ev": 7.953
}

---

{
  "formula": "C6H13N2O3P",
  "method": "wB97M-V/def2-TZVPD",
  "elements": ["C", "C", "C", "C", "C", "C", "N", "N", "O", "O", "O", "P", "H", "H", "H", "H", "H", "H", "H", "H", "H", "H", "H", "H", "H"],
  "xyz": [[-1.77692, 0.02216, -2.16838], [3.46556, 0.49132, -0.13112], [-1.84664, -0.88747, 2.62948], [2.02195, -0.26147, -0.17380], [-1.91349, -1.38009, 1.22465], [-0.66400, 0.66532, -1.71500], [-2.65371, -0.61622, -2.52842], [-0.28000, 1.88365, -2.19163], [-1.36594, 1.51600, 0.98798], [1.08264, 0.70124, 0.35760], [-0.69872, -0.99970, 0.55118], [-0.53422, 0.59176, 0.17171], [3.41527, 1.49407, -0.57529], [3.81519, 0.58405, 0.95921], [4.24024, -0.21039, -0.36579], [-2.79056, -1.18116, 3.17159], [-0.80110, -1.03035, 3.06324], [-2.13104, 0.12331, 2.50405], [1.98718, -1.11441, 0.50270], [1.67347, -0.52773, -1.16122], [-2.82479, -1.00933, 0.68882], [-1.80440, -2.51505, 1.18592], [0.30786, -0.91559, -1.93464], [0.49060, 2.45940, -1.87205], [-0.41439, 2.11666, -3.18078]],
  "lumo_ev": [-0.51, -0.51],
  "homo_ha": [-0.331, -0.331],
  "orbital_gap_ev": [8.496, 8.494]
}

---

{
  "formula": "C14H35CeN3S2",
  "method": "wB97M-V/def2-TZVPD",
  "elements": ["Ce", "S", "S", "C", "C", "C", "N", "C", "C", "H", "H", "H", "H", "H", "H", "H", "H", "C", "H", "H", "H", "H", "H", "H", "H", "C", "C", "H", "H", "H", "H", "C", "N", "C", "C", "C", "N", "C", "C", "H", "H", "H", "H", "H", "H", "H", "H", "H", "H", "H", "H", "H", "H", "H", "H"],
  "xyz": [[-0.30747, -0.38193, -0.37351], [0.96164, -2.76801, 0.55377], [1.23351, 2.07125, 0.04970], [2.33731, -2.75052, 1.76387], [1.94331, -3.07914, -0.99518], [2.79853, -1.91455, -1.45667], [2.01291, -0.65578, -1.68866], [2.90543, 0.56258, -1.68089], [2.13508, 1.85557, -1.52110], [1.20535, -3.38113, -1.75499], [2.58812, -3.93119, -0.75625], [3.26194, -2.22979, -2.39159], [3.58067, -1.71187, -0.72449], [3.46062, 0.61768, -2.62238], [3.64086, 0.42253, -0.88886], [1.39201, 1.97491, -2.31933], [2.82798, 2.70038, -1.55105], [2.71656, 2.13197, 1.13897], [1.68285, -0.72803, -2.66359], [3.23583, 1.16920, 1.21270], [2.37777, 2.44079, 2.13071], [3.39467, 2.88694, 0.72140], [1.88256, -2.70289, 2.76489], [2.96734, -1.86663, 1.59246], [2.91649, -3.67005, 1.66275], [-2.04266, -0.74457, -3.75914], [-3.29393, -0.64999, -3.26138], [-1.54057, -1.70685, -3.88660], [-1.51671, 0.14748, -4.11523], [-3.87042, -1.50954, -2.88794], [-3.83423, 0.30624, -3.19841], [-3.03826, 0.16169, -0.69142], [-2.27209, 1.19666, -0.04449], [-2.14017, 2.43431, -0.85209], [-2.80049, 1.39450, 1.32617], [-1.65771, 1.32898, 2.34272], [-0.79978, 0.09511, 2.22425], [0.37057, 0.29120, 3.11080], [-1.56234, -1.10387, 2.63831], [-4.04119, 0.49299, -1.00467], [-3.16002, -0.73362, -0.06208], [-2.46214, -0.12601, -1.57764], [-3.11455, 2.94160, -1.07139], [-1.48490, 3.11705, -0.28204], [-1.64715, 2.23207, -1.83076], [-3.28864, 2.39285, 1.37120], [-3.56598, 0.62051, 1.51469], [-1.02231, 2.20716, 2.19533], [-2.09051, 1.35772, 3.35940], [0.05212, 0.46305, 4.15107], [1.04048, -0.57762, 3.08529], [0.93560, 1.16852, 2.76886], [-2.10559, -0.91253, 3.57688], [-2.30201, -1.38698, 1.86874], [-0.89632, -1.96041, 2.78889]],
  "lumo_ev": [-10.03, -9.92],
  "charge": 3,
  "multiplicity": 2,
  "homo_ha": [-0.690, -0.690],
  "orbital_gap_ev": [8.740, 8.860]
}

---

{
  "formula": "C16H54N4O9",
  "method": "wB97M-V/def2-TZVPD",
  "elements": ["C", "O", "C", "C", "C", "N", "H", "H", "H", "H", "H", "H", "H", "H", "H", "H", "H", "C", "O", "C", "C", "C", "N", "H", "H", "H", "H", "H", "H", "H", "H", "H", "H", "H", "C", "O", "C", "C", "C", "N", "H", "H", "H", "H", "H", "H", "H", "H", "H", "H", "H", "C", "O", "C", "C", "C", "N", "H", "H", "H", "H", "H", "H", "H", "H", "H", "H", "H", "O", "H", "H", "O", "H", "H", "O", "H", "H", "O", "H", "H", "O", "H", "H"],
  "xyz": [[-2.74426, -2.93753, 3.58582], [-3.30586, -3.11440, 2.26009], [-2.41098, -3.33123, 1.17908], [-1.36908, -2.15926, 1.05584], [-2.10843, -0.75969, 1.07433], [-0.76180, -2.31810, -0.27841], [-2.14031, -3.82476, 3.77600], [-3.59608, -2.87684, 4.26317], [-2.11191, -2.05352, 3.66816], [-1.99084, -4.33651, 1.21033], [-2.96791, -3.34063, 0.24214], [-0.64501, -2.12227, 1.86976], [-2.58414, -0.47589, 2.01309], [-3.00224, -0.86224, 0.45895], [-1.58088, 0.14232, 0.76423], [-0.54700, -3.27776, -0.50869], [-1.51537, -2.18516, -0.93761], [2.06548, -0.98939, 2.07976], [3.25215, -0.65462, 2.82629], [4.27532, -0.17113, 1.98065], [5.48379, 0.13804, 2.88977], [5.21258, 1.38734, 3.75463], [6.71223, 0.34960, 2.08771], [2.16753, -1.84635, 1.41395], [1.63433, -0.10418, 1.61221], [1.40820, -1.31770, 2.88493], [4.50747, -0.92526, 1.22865], [4.09033, 0.80158, 1.52489], [5.50698, -0.75876, 3.50887], [4.36149, 1.27176, 4.42573], [5.06820, 2.25261, 3.10765], [6.10794, 1.65126, 4.31745], [6.78737, 1.29402, 1.73770], [7.47817, 0.38598, 2.74506], [1.13002, 3.83321, 3.19429], [0.97132, 3.87771, 1.81264], [0.11540, 2.94984, 1.20551], [0.02307, 3.22713, -0.31969], [-0.85883, 4.40555, -0.62649], [-0.57199, 2.12542, -1.08066], [1.56794, 2.89898, 3.54579], [0.23757, 4.04236, 3.78411], [1.91129, 4.56722, 3.39164], [0.57374, 1.96468, 1.29208], [-0.87142, 2.88913, 1.66441], [1.02359, 3.55745, -0.59890], [-1.28651, 4.42490, -1.62890], [-0.53138, 5.43505, -0.48158], [-1.69622, 4.47510, 0.06781], [-1.57835, 2.07072, -1.01492], [-0.50033, 2.33927, -2.06517], [-6.60456, -0.57403, -2.94266], [-5.28190, -0.83623, -2.51589], [-4.29949, -0.78294, -3.50314], [-2.94503, -1.10705, -2.81101], [-1.72098, -0.86994, -3.68866], [-2.92660, -2.46482, -2.35449], [-6.85110, -1.31830, -3.69988], [-6.71538, 0.37954, -3.45891], [-7.28644, -0.71744, -2.10447], [-4.51407, -1.39932, -4.37614], [-4.14474, 0.24443, -3.83278], [-2.88028, -0.39639, -1.98708], [-1.75565, 0.12930, -4.12276], [-1.70884, -1.59394, -4.50339], [-0.79541, -1.02868, -3.13530], [-3.26135, -2.91774, -3.19288], [-3.72390, -2.35066, -1.74508], [0.81349, -0.23894, -1.23270], [0.19971, -0.73479, -0.69080], [0.43393, 0.63831, -1.28381], [3.55298, 1.97621, -1.00694], [2.71523, 2.26539, -1.36859], [3.53872, 1.02370, -1.10038], [3.54513, -0.97465, -1.23243], [2.61053, -0.93029, -1.03043], [3.72888, -1.91049, -1.31397], [1.53540, 0.86936, -3.70816], [0.76484, 1.38875, -3.93774], [1.28739, 0.41502, -2.90299], [1.03994, -2.73309, -2.67037], [0.40239, -3.42056, -2.47761], [0.85079, -2.04475, -2.03268]],
  "lumo_ev": 0.23,
  "smiles": "COC[C@H](C)N.COC[C@H](C)N.COC[C@H](C)N.COC[C@H](C)N.O.O.O.O.O",
  "homo_ha": -0.331,
  "orbital_gap_ev": 9.236
}

---

Let's list maximum force in order: 0.062; 0.113; 0.117; 0.094; 0.023; 0.052 hartree/bohr.